No. 1
DFT (the ωB97M-V functional and the def2-TZVPD basis) results for C55H62BN11OS5Ti as an isolated structure in a non-equilibrium geometry.

For the max |F|, the calculation gives 1.20 eV Å⁻¹. For the molar mass, the calculation gives 1112.19 g mol⁻¹. The HOMO-LUMO gap is 0.2236 hartree. The LUMO energy is -5.856 eV. The relative energy (zero: lowest compared OMol25 entry of this formula, charge and spin) comes out at 1.569 eV.

```
! wB97M-V def2-TZVPD RIJCOSX def2/J DEFGRID3
* xyz 2 1
Ti 1.4855 0.0217 0.5476
C 1.5532 -2.1260 -3.7851
C 1.0099 -0.7321 -3.8271
C 1.1989 0.0723 -4.9190
C 0.6618 1.3768 -4.9811
N -0.1553 1.7935 -4.0407
N -0.3590 0.9921 -2.9930
B -1.5640 1.3415 -2.0945
N -1.3152 2.1493 -0.8490
N -1.8290 2.8682 -1.8638
C -2.2737 4.0817 -1.7238
C -2.1399 4.6230 -0.4098
C -1.6059 3.9192 0.6283
C -1.5315 4.4746 2.0097
C -1.1294 2.5685 0.3920
S -0.4618 1.5746 1.5692
C -2.8221 4.8364 -2.9082
C -3.1633 3.8681 -4.0406
C -1.7079 5.8018 -3.3573
C -4.0695 5.6278 -2.5008
N -2.7385 0.4322 -2.3096
N -2.9196 0.3188 -3.6583
C -3.8895 -0.4159 -4.0963
C -4.7634 -1.0876 -3.1864
C -4.6056 -0.9677 -1.8501
C -5.5173 -1.6522 -0.8864
C -3.5055 -0.1639 -1.3481
S -3.1977 0.0075 0.2765
C -4.0091 -0.5586 -5.6119
C -2.7960 -1.3707 -6.0923
C -3.9964 0.8295 -6.2531
C -5.2945 -1.2811 -6.0196
C 0.2500 -0.1778 -2.7701
S -0.0410 -0.9279 -1.2282
C 0.9038 2.3096 -6.1683
C 2.1506 1.8869 -6.9509
C -0.3230 2.2394 -7.0855
C 1.0723 3.7578 -5.6967
H 1.4954 -2.5709 -4.7780
H 1.0094 -2.7496 -3.0790
H 2.6035 -2.1084 -3.4911
H 1.7664 -0.3093 -5.7565
H -2.5021 5.6254 -0.2306
H -1.8697 5.5073 2.0388
H -0.5126 4.4072 2.3928
H -2.1547 3.8744 2.6766
H -2.2871 3.3041 -4.3671
H -3.5458 4.4338 -4.8898
H -3.9326 3.1554 -3.7357
H -0.7877 5.2589 -3.5815
H -1.4938 6.5487 -2.5905
H -2.0275 6.3248 -4.2589
H -4.8517 4.9714 -2.1158
H -4.4621 6.1374 -3.3803
H -3.8568 6.3924 -1.7541
H -5.5797 -1.6806 -3.5719
H -6.3638 -2.0927 -1.4093
H -5.8718 -0.9553 -0.1284
H -4.9784 -2.4384 -0.3545
H -1.8727 -0.8110 -5.9243
H -2.8868 -1.5834 -7.1585
H -2.7232 -2.3230 -5.5626
H -3.1502 1.4092 -5.8904
H -4.9148 1.3736 -6.0216
H -3.9234 0.7382 -7.3379
H -5.2965 -2.3277 -5.7100
H -5.3810 -1.2649 -7.1061
H -6.1818 -0.7931 -5.6119
H 2.0073 0.9432 -7.4789
H 3.0283 1.7983 -6.3059
H 2.3687 2.6433 -7.7043
H -0.5183 1.2176 -7.4180
H -0.1521 2.8553 -7.9693
H -1.2084 2.6147 -6.5727
H 2.0018 3.8993 -5.1442
H 0.2352 4.0714 -5.0736
H 1.1131 4.4119 -6.5677
C 3.5895 1.9431 -2.7537
C 2.8077 1.6494 -1.5163
N 2.6221 0.4368 -1.0937
N 3.2899 -0.5639 -1.8047
C 3.5587 -1.5792 -1.0687
S 3.0749 -1.7871 0.5959
S 4.5400 -2.8429 -1.8207
C 6.1292 -2.3390 -1.0435
C 6.4563 -0.9009 -1.3149
C 6.1139 0.0784 -0.3870
C 6.3715 1.4181 -0.6481
C 6.9731 1.7898 -1.8426
C 7.3214 0.8160 -2.7711
C 7.0641 -0.5204 -2.5074
C 2.3942 2.7707 -0.6643
C 2.2550 4.0652 -1.1863
C 2.1157 5.1509 -0.3504
C 2.1768 4.9698 1.0343
C 2.3145 3.7084 1.5751
C 2.3743 2.6053 0.7305
O 2.4157 1.3583 1.2480
H 3.9068 1.0323 -3.2472
H 2.9819 2.5436 -3.4299
H 4.4681 2.5332 -2.4862
H 6.0690 -2.5498 0.0228
H 6.8464 -3.0239 -1.4945
H 5.6612 -0.2107 0.5553
H 6.1266 2.1686 0.0936
H 7.1922 2.8311 -2.0402
H 7.8077 1.0982 -3.6955
H 7.3387 -1.2777 -3.2325
H 2.2711 4.2085 -2.2591
H 2.0039 6.1438 -0.7639
H 2.1194 5.8270 1.6925
H 2.3517 3.5478 2.6441
N -0.9722 -4.5331 5.5429
C -0.8886 -5.0411 6.8194
C -1.5334 -6.1047 7.4526
C -1.1908 -6.3269 8.7658
C -0.2416 -5.5256 9.4372
C 0.3870 -4.4792 8.8087
C 0.0522 -4.2329 7.4710
N 0.5201 -3.2623 6.6124
C -0.1075 -3.4713 5.4858
C 0.1249 -2.6605 4.2988
C -0.4564 -2.9257 3.0598
C -0.1433 -2.1406 1.9759
N 0.6971 -1.0969 2.0637
C 1.2334 -0.8097 3.2749
C 0.9833 -1.5602 4.3916
H -1.5782 -4.8667 4.8146
H -2.2596 -6.7245 6.9446
H -1.6612 -7.1393 9.3031
H -0.0098 -5.7483 10.4695
H 1.1165 -3.8608 9.3131
H -1.1426 -3.7477 2.9142
H -0.5776 -2.3390 1.0049
H 1.8980 0.0442 3.3211
H 1.4365 -1.3196 5.3426
*
```

=====

No. 2
DFT (the ωB97M-V functional and the def2-TZVPD basis) results for C55H67GeN4OSnTe as an isolated structure in a non-equilibrium geometry.

For the max |F|, the calculation gives 1.30 eV Å⁻¹. For the molar mass, the calculation gives 1119.09 g mol⁻¹. The HOMO-LUMO gap (spin up / spin down) is 0.2002 / 0.1959 hartree. The LUMO energy (spin up / spin down) is 1.840 / 1.738 eV. The relative energy (zero: lowest compared OMol25 entry of this formula, charge and spin) comes out at 0.450 eV.

```
! wB97M-V def2-TZVPD RIJCOSX def2/J DEFGRID3
* xyz -1 1
Sn -0.7884 -0.3829 0.0413
C 4.6044 -1.4138 2.1386
C 3.6673 -1.6311 0.9438
C 3.9038 -3.0068 0.3122
C 3.8175 -0.5710 -0.1314
C 5.0788 -0.4329 -0.6834
C 5.2864 0.3659 -1.7882
C 4.1851 0.9418 -2.3850
C 2.8923 0.8476 -1.8747
C 1.8901 1.5689 -2.7790
C 0.4953 0.9660 -2.8659
C 1.8271 3.0601 -2.4291
C 2.7104 0.1722 -0.6371
N 1.5532 0.2243 0.1448
C 1.7832 0.4038 1.4567
C 0.8613 0.3193 2.4768
N -0.4078 -0.1053 2.3640
C -1.2877 0.1130 3.4285
C -1.3473 1.3551 4.1164
C -2.2715 1.5491 5.1340
C -3.1366 0.5574 5.5364
C -3.0638 -0.6599 4.8935
C -2.1737 -0.9062 3.8588
C -2.2057 -2.3342 3.3541
C -0.8084 -2.9122 3.1916
C -3.0452 -2.4897 2.0876
C -0.4774 2.5535 3.8032
C -1.3088 3.8298 3.6273
C 0.5565 2.7871 4.9098
H 4.3230 -2.0669 2.9637
H 4.5450 -0.3862 2.4931
H 5.6413 -1.6246 1.8843
H 2.6461 -1.6256 1.3275
H 4.8699 -3.0561 -0.1856
H 3.1394 -3.2103 -0.4344
H 3.8599 -3.7866 1.0713
H 5.9198 -0.9502 -0.2429
H 6.2726 0.4900 -2.2150
H 4.3337 1.5108 -3.2950
H 2.3199 1.5086 -3.7895
H 0.2465 0.5513 -1.9031
H 0.4382 0.1707 -3.6039
H -0.2465 1.7183 -3.1245
H 1.3059 3.2074 -1.4886
H 1.2919 3.6103 -3.2039
H 2.8326 3.4737 -2.3517
H 2.7862 0.7006 1.7568
H 1.2303 0.5663 3.4662
H -2.3123 2.5061 5.6324
H -3.8327 0.7143 6.3476
H -3.7086 -1.4641 5.2218
H -2.7109 -2.9194 4.1372
H -0.3245 -2.4455 2.3449
H -0.8568 -3.9856 3.0248
H -0.2213 -2.7209 4.0879
H -2.5651 -2.0114 1.2392
H -4.0276 -2.0405 2.2261
H -3.1767 -3.5456 1.8577
H 0.0468 2.3676 2.8631
H -1.5972 4.2534 4.5863
H -2.2109 3.6243 3.0572
H -0.7302 4.5745 3.0858
H 0.0585 2.9021 5.8709
H 1.1208 3.6932 4.7003
H 1.2565 1.9582 4.9944
C -0.5012 9.2227 0.1424
C -0.6545 7.7282 0.1414
C -1.8543 7.1197 -0.1795
C -1.9926 5.7408 -0.1707
C -3.3263 5.1521 -0.5087
C -0.9128 4.9153 0.1556
Te -1.1421 2.7696 0.2355
C 0.3029 5.5247 0.4774
C 1.5450 4.7596 0.8315
C 0.4131 6.9081 0.4634
H -1.4674 9.7131 0.0466
H 0.1300 9.5505 -0.6846
H -0.0329 9.5584 1.0669
H -2.7064 7.7369 -0.4380
H -4.0462 5.9303 -0.7499
H -3.7025 4.5790 0.3378
H -3.2366 4.4768 -1.3576
H 1.3228 3.7387 1.1267
H 2.0747 5.2518 1.6451
H 2.2140 4.7266 -0.0271
H 1.3657 7.3580 0.7096
N -5.7292 -0.2069 -0.0760
C -4.4591 0.3017 -0.2360
N -4.3486 1.6302 -0.1207
O -3.5314 -0.4324 -0.5380
H -6.4133 0.3204 0.4371
H -5.8013 -1.2094 -0.0233
H -5.1205 2.1766 0.2169
H -3.3818 2.0359 -0.0854
C -0.1458 -2.5778 -0.0669
Ge -0.0168 -3.5233 -1.7547
C -0.5158 -5.4585 -1.5861
C -0.4444 -6.2757 -2.7070
C -0.7613 -7.6196 -2.6374
C -1.1845 -8.1676 -1.4364
C -1.2799 -7.3608 -0.3152
C -0.9405 -6.0207 -0.3901
C 1.7675 -3.5725 -2.6634
C 2.4942 -4.7372 -2.8653
C 3.7433 -4.7055 -3.4605
C 4.2948 -3.5011 -3.8600
C 3.5930 -2.3272 -3.6446
C 2.3481 -2.3707 -3.0445
C -1.2901 -2.7816 -3.0791
C -0.9180 -2.3530 -4.3462
C -1.8365 -1.7545 -5.1926
C -3.1493 -1.5946 -4.7847
C -3.5395 -2.0388 -3.5316
C -2.6125 -2.6219 -2.6896
H 0.7821 -2.7915 0.4769
H -0.1281 -5.8458 -3.6505
H -0.6770 -8.2447 -3.5179
H -1.4367 -9.2191 -1.3779
H -1.6168 -7.7836 0.6231
H -1.0023 -5.3899 0.4875
H 2.0798 -5.6844 -2.5464
H 4.2922 -5.6260 -3.6121
H 5.2633 -3.4750 -4.3438
H 4.0180 -1.3748 -3.9303
H 1.8099 -1.4549 -2.8480
H 0.1085 -2.4747 -4.6731
H -1.5276 -1.3989 -6.1698
H -3.8690 -1.1220 -5.4411
H -4.5621 -1.9142 -3.2034
H -2.9046 -2.9396 -1.6985
*
```

=====

No. 3
DFT (the ωB97M-V functional and the def2-TZVPD basis) results for C55H76AsF24N5O12 as an isolated structure in a non-equilibrium geometry.

For the max |F|, the calculation gives 7.28 eV Å⁻¹. For the molar mass, the calculation gives 1530.11 g mol⁻¹. The HOMO-LUMO gap is 0.2499 hartree. The LUMO energy is -0.967 eV.

```
! wB97M-V def2-TZVPD RIJCOSX def2/J DEFGRID3
* xyz 0 1
C 1.2880 -0.1842 -3.6748
C 0.1132 -0.6048 -2.7412
C 0.3122 -0.2459 -1.2431
N -0.7334 -0.9250 -0.2174
C -0.8432 -0.2956 1.2647
C -1.4769 1.0970 1.2811
C -2.7667 1.2235 0.5020
C -2.7378 0.4260 -0.8906
C -2.1473 -0.9772 -0.7740
C -0.3319 -2.4775 -0.1020
H 1.4632 0.8897 -3.7399
H 1.2449 -0.6204 -4.6728
H 2.1679 -0.6670 -3.2497
H 0.1159 -1.6903 -2.8406
H -0.8491 -0.2363 -3.0965
H 0.3170 0.8214 -1.0221
H 1.2290 -0.5411 -0.7326
H 0.1590 -0.1967 1.6816
H -1.2461 -1.0250 1.9674
H -0.7469 1.8137 0.9048
H -1.5830 1.4824 2.2952
H -2.7686 2.2644 0.1784
H -3.6174 1.0088 1.1487
H -2.2491 1.1379 -1.5558
H -3.7739 0.3336 -1.2163
H -2.2413 -1.5532 -1.6947
H -2.7349 -1.6697 -0.1713
H 0.6823 -2.5408 0.2923
H -0.4403 -2.9234 -1.0907
H -1.0308 -3.0815 0.4766
As -9.2924 -5.9221 5.9593
F -9.0322 -4.8010 7.3856
F -8.2474 -4.9283 4.9510
F -9.4930 -7.1651 4.6793
F -10.2497 -7.0247 7.1043
F -10.7085 -5.1173 5.3099
F -7.8537 -6.8206 6.4763
N -4.8490 -10.5909 -0.5595
C -3.6401 -10.1846 -0.0313
C -2.6044 -10.4273 -0.9835
C -3.1695 -11.0731 -2.0830
C -4.5599 -11.0566 -1.7804
H -5.7563 -10.4599 -0.1354
H -3.6481 -9.8825 1.0055
H -1.5628 -10.1436 -0.9501
H -2.6576 -11.3195 -3.0015
H -5.4034 -11.4432 -2.3330
N 8.9467 -1.7138 5.4965
C 8.4527 -2.3145 4.3783
C 9.4708 -2.5034 3.4500
C 10.5621 -1.7403 3.9397
C 10.2075 -1.3188 5.2715
H 8.4491 -1.5894 6.3666
H 7.4450 -2.7020 4.4058
H 9.4754 -3.0631 2.5264
H 11.5036 -1.4795 3.4794
H 10.7401 -0.7548 6.0229
N -0.8499 4.9194 9.2730
C 0.0946 5.9239 9.3639
C 1.2711 5.3461 9.6062
C 1.0378 3.9604 9.6698
C -0.2578 3.7250 9.5734
H -1.8077 5.0851 8.9984
H -0.2345 6.9368 9.1846
H 2.2172 5.8418 9.7658
H 1.6867 3.1005 9.7464
H -0.9713 2.9166 9.6340
N 2.3974 -5.4361 7.7632
C 1.1687 -4.8820 7.8175
C 0.3171 -5.5581 6.9650
C 1.1422 -6.4753 6.2896
C 2.4119 -6.3384 6.7712
H 3.2167 -5.1709 8.2910
H 1.0628 -4.0091 8.4446
H -0.7470 -5.3819 6.9089
H 0.8586 -7.2826 5.6307
H 3.3380 -6.7977 6.4586
C -9.4089 -2.1132 -4.3081
C -9.6126 -1.3153 -5.4689
C -10.0265 -0.0106 -5.4298
C -10.4716 0.4662 -4.1406
C -10.4486 -0.3628 -3.0504
C -9.9746 -1.6554 -3.1405
H -9.1566 -3.1430 -4.5133
H -9.4036 -1.7039 -6.4546
H -10.0757 0.6907 -6.2497
H -10.6940 1.5118 -3.9867
H -10.8099 -0.0878 -2.0705
H -9.9930 -2.2315 -2.2272
C 12.9510 -2.7929 -4.3762
C 11.6089 -2.6049 -3.6767
O 11.0006 -3.8225 -3.4484
C 9.7995 -4.1856 -4.0717
O 9.3700 -3.6986 -5.1694
C 9.2071 -5.4866 -3.5159
F 8.1084 -5.2268 -2.7913
F 8.9037 -6.3256 -4.4987
F 10.1359 -6.1921 -2.7524
H 13.4764 -1.8472 -4.5092
H 12.8776 -3.1836 -5.3911
H 13.6103 -3.5207 -3.9031
H 10.9152 -2.0074 -4.2683
H 11.8035 -1.9914 -2.7970
C 4.3050 8.0202 -8.5654
C 4.7040 7.9063 -10.0424
O 3.7826 7.1345 -10.8001
C 3.8626 5.8390 -10.8554
O 4.8459 5.1062 -10.4758
C 2.6591 5.1898 -11.5333
F 1.5591 5.8275 -11.1113
F 2.7924 5.2831 -12.8381
F 2.5005 3.9058 -11.1196
H 4.3723 7.1366 -7.9306
H 3.2261 8.1573 -8.6378
H 4.6907 8.8830 -8.0224
H 5.7354 7.6458 -10.2797
H 4.6864 8.9359 -10.4000
C -12.3705 1.6079 8.8484
C -11.1418 2.1360 8.1321
O -10.5254 3.1419 9.0572
C -9.4410 3.8069 8.7217
O -8.8293 3.6556 7.6679
C -9.2133 5.0749 9.5209
F -10.2617 5.3162 10.2839
F -8.1674 4.9015 10.3083
F -8.9921 6.0477 8.5931
H -12.8769 2.4775 9.2674
H -12.1997 0.8825 9.6438
H -13.0020 1.0595 8.1495
H -11.3224 2.6687 7.1984
H -10.4254 1.3324 7.9619
C 3.6280 -7.5737 -11.4452
C 2.2616 -6.9673 -11.6820
O 1.5824 -6.6780 -10.4591
C 0.2413 -6.7292 -10.4479
O -0.4666 -6.8482 -11.4769
C -0.3830 -6.9667 -9.0181
F 0.5902 -7.2106 -8.1197
F -0.8525 -5.7304 -8.5401
F -1.2271 -7.9750 -9.0255
H 4.0667 -7.1364 -10.5483
H 4.3738 -7.4693 -12.2332
H 3.5183 -8.6576 -11.4091
H 1.6585 -7.5985 -12.3347
H 2.4119 -6.0594 -12.2662
C -3.6021 10.6757 2.7249
C -3.0700 9.6475 1.6464
O -4.0456 9.5171 0.6063
C -3.6369 9.5929 -0.6582
O -2.5936 10.1085 -1.0462
C -4.8296 9.2302 -1.6313
F -4.3160 8.7502 -2.7828
F -5.6174 8.2766 -1.1706
F -5.5602 10.2984 -1.8639
H -3.5569 11.6424 2.2234
H -2.9549 10.7807 3.5957
H -4.6170 10.3826 2.9937
H -2.6687 8.7075 2.0252
H -2.0833 9.9983 1.3439
C 8.6243 6.5075 5.0304
C 7.5688 5.5676 4.6125
O 7.9982 4.9742 3.3441
C 7.0775 4.4610 2.5087
O 5.7720 4.5312 2.6093
C 7.5436 4.0339 1.1391
F 7.0137 4.7773 0.2352
F 8.8464 4.1050 1.1587
F 7.1082 2.7900 0.9965
H 8.4145 7.1718 5.8688
H 8.7513 7.2540 4.2463
H 9.5565 5.9767 5.2235
H 6.5725 5.9818 4.4575
H 7.6034 4.6935 5.2627
*
```